A cluster of 13 separate species, CH27O13 in total in a non-equilibrium geometry. Source: the OMol25 dataset; level of theory: wB97M-V/def2-TZVPD.

Structure (XYZ):
```
41
Properties=species:S:1:pos:R:3:forces:R:3:mulliken_charge:R:1
C 32.742000 32.798000 48.227000 -0.7628 2.3053 -1.5176 -0.06
O 31.511000 33.290000 48.633000 0.0230 0.8113 0.5675 -0.86
H 33.151000 33.018000 47.226000 -0.9246 0.0557 -0.4508 0.04
H 32.508000 31.840000 48.351000 1.2862 -4.7613 -0.3636 -0.45
H 33.568000 33.044000 48.787000 1.9470 0.7486 2.2124 0.26
O 30.794000 30.710000 48.991000 -1.7935 1.4234 0.1049 -0.75
H 29.827000 30.967000 49.131000 1.8279 -0.9447 -0.2396 0.32
H 31.122000 31.662000 48.868000 -0.7064 -0.2406 0.4424 0.45
O 34.226000 31.970000 44.807000 -1.4365 1.9007 1.7097 -0.62
H 34.726000 31.390000 44.294000 0.7330 -1.7901 -1.0362 0.26
H 33.503000 31.533000 45.320000 0.7392 -0.1778 -0.8674 0.40
O 29.182000 34.517000 49.666000 2.1411 2.9774 -1.4960 -0.65
H 28.845000 33.758000 50.009000 -1.7768 -3.3313 1.6040 0.24
H 30.107000 34.243000 49.467000 -0.4768 0.3292 -0.0681 0.39
O 32.663000 33.910000 51.368000 -2.1786 6.9079 -4.0840 -0.75
H 32.532000 34.084000 50.308000 0.0933 -0.7384 3.5682 0.45
H 32.945000 33.096000 51.488000 1.8074 -6.3692 0.5511 0.29
O 35.509000 30.718000 47.558000 0.6658 0.8496 0.3213 -0.60
H 34.873000 30.120000 47.947000 -0.5246 -0.4068 0.5322 0.36
H 35.624000 30.445000 46.660000 -0.0340 -0.0785 -0.8272 0.29
O 33.844000 29.495000 49.308000 -1.8900 1.2553 0.0882 -0.73
H 33.402000 28.656000 49.198000 0.0455 -0.6715 -0.0618 0.32
H 33.025000 30.088000 49.310000 1.4970 -0.7128 0.0704 0.34
O 32.101000 30.400000 45.977000 0.1349 -0.6154 -0.9254 -0.70
H 31.288000 30.216000 45.481000 0.3258 0.2714 0.2992 0.28
H 31.836000 30.903000 46.738000 -0.4739 0.3407 0.7221 0.46
O 35.634000 33.950000 47.397000 -5.4904 -1.6554 4.8380 -0.58
H 35.273000 32.998000 47.679000 1.2835 2.8603 -1.0672 0.36
H 36.277000 33.775000 46.827000 4.2991 -1.2731 -3.9098 0.24
O 33.196000 35.870000 46.258000 -6.9963 7.2793 -1.8294 -0.58
H 33.722000 36.635000 46.382000 0.6496 1.3479 0.0779 0.32
H 33.723000 35.236000 46.365000 6.9710 -8.7694 1.1096 0.30
O 32.263000 35.869000 48.786000 1.8538 -0.7294 -2.2040 -0.74
H 31.788000 35.015000 48.654000 -0.0504 0.2717 0.2219 0.22
H 32.901000 35.771000 47.952000 -2.1765 0.7121 2.6314 0.50
O 35.231000 35.013000 51.092000 -1.1796 -0.3823 0.7851 -0.64
H 34.454000 34.394000 51.184000 0.5992 1.1824 -0.0402 0.36
H 35.860000 34.536000 50.578000 0.7331 -0.4726 -0.7190 0.28
O 30.177000 33.652000 46.584000 -0.0967 -4.4397 -3.7561 -0.75
H 30.759000 33.321000 47.257000 0.5540 0.4660 1.6492 0.46
H 29.878000 34.473000 46.744000 -1.2422 4.2639 1.3566 0.28
```
Forces are in eV/Å.

## Properties
ΔE to the lowest compared entry with this formula, charge and spin: 392.0 kJ/mol
Total energy: -28091.7518 eV
LUMO level: 0.09415 Eh
Maximum force: 0.2189 Eh/bohr
2S+1: 1
Total charge: -1

=====

A cluster of 14 separate species, CH29O14 in total in a non-equilibrium geometry. Source: the OMol25 dataset; level of theory: wB97M-V/def2-TZVPD.

Structure (XYZ):
```
44
Properties=species:S:1:pos:R:3:forces:R:3:mulliken_charge:R:1
C -0.049341 -0.497682 -0.364455 -0.2700 3.3006 -0.0897 0.49
O -1.387341 -0.324682 -0.744455 -0.1399 -1.3742 0.1846 -0.32
H 0.559659 -0.514682 -1.310455 0.4054 -0.4872 1.2600 0.39
H 0.171659 -1.231682 0.444545 0.0319 -0.2490 -0.9480 -0.28
H 0.143659 0.507318 0.171545 0.9518 -1.1079 -0.5565 -0.57
O 2.591659 1.509318 -1.252455 1.2868 1.1861 0.1640 -0.60
H 3.126659 2.112318 -0.704455 0.2025 -0.0285 -0.7772 0.29
H 2.069659 1.200318 -0.536455 -1.4107 -1.1193 0.7925 0.31
O 3.424659 -0.925682 2.346545 -0.7660 -0.0906 -0.2271 -0.66
H 3.734659 -0.517682 3.160545 -0.2122 0.1155 -0.1276 0.29
H 2.506659 -0.589682 2.189545 1.4268 -0.3683 0.3370 0.36
O 2.961659 -1.452682 -2.686455 -2.8256 -1.0371 -4.0922 -0.60
H 3.354659 -1.700682 -1.924455 2.3321 -0.6627 4.2068 0.27
H 2.481659 -2.308682 -2.888455 0.4604 1.6683 -0.1366 0.30
O 0.395659 -0.868682 3.091545 0.4470 2.4328 1.2495 -0.61
H 0.769659 -1.164682 3.931545 -0.2589 -0.5699 -0.6540 0.23
H 0.213659 -1.557682 2.479545 -0.0745 -2.0290 -0.5220 0.40
O -0.149341 3.504318 1.664545 0.6345 3.5497 -1.1302 -0.69
H 0.242659 4.250318 1.089545 -1.2646 -1.4510 1.3831 0.32
H 0.368659 2.796318 1.335545 1.0330 -1.7472 -0.2003 0.31
O -4.148341 0.251318 -1.015455 0.7381 0.4525 -0.3284 -0.66
H -3.187341 0.073318 -1.112455 -0.0645 0.2763 0.3889 0.31
H -4.488341 -0.628682 -1.085455 -0.5670 -0.7567 -0.0013 0.29
O -2.253341 -2.067682 1.100545 0.0442 -1.2714 0.2969 -0.84
H -2.385341 -1.499682 1.863545 0.0666 0.5832 -0.3959 0.35
H -1.766341 -1.607682 0.365545 -0.8625 1.0768 0.0526 0.28
O -2.081341 1.647318 1.336545 -4.4612 -3.2149 1.8240 -0.72
H -1.775341 0.943318 0.799545 -0.2131 -1.9317 -1.3237 0.24
H -1.446341 2.230318 1.191545 4.0094 4.8513 -0.5812 0.38
O 0.597659 1.436318 -3.627455 -0.4855 -0.0001 0.2451 -0.67
H -0.050341 1.640318 -2.892455 0.6210 -0.0863 -1.7147 0.35
H 0.121659 1.223318 -4.452455 -0.0426 0.1750 1.0418 0.26
O -0.086341 -3.374682 1.775545 1.6888 -0.5397 0.7498 -0.75
H 0.614659 -3.569682 1.098545 -2.0733 0.6288 0.5482 0.30
H -1.002341 -3.032682 1.587545 0.5037 -0.1555 -1.3606 0.44
O 1.665659 1.393318 1.971545 0.6627 1.2155 0.8289 -0.56
H 1.213659 0.624318 2.296545 -1.2277 -1.2516 -0.0796 0.21
H 1.732659 1.849318 2.833545 0.1892 0.3214 -0.7357 0.32
O -1.063341 -2.085682 -3.148455 -2.8011 -1.0711 4.1006 -0.75
H -0.787341 -1.452682 -2.358455 -1.3053 -1.4800 -2.0217 0.39
H -1.915341 -2.639682 -2.652455 3.8211 2.6142 -2.1179 0.33
O -1.364341 2.442318 -1.834455 -4.1305 1.5497 -1.4898 -0.78
H -2.415341 2.400318 -2.048455 3.7952 0.2710 0.7762 0.37
H -1.260341 1.578318 -1.485455 0.1044 -2.1880 1.1812 0.24
```
Forces are in eV/Å.

## Properties
ΔE to the lowest compared entry with this formula, charge and spin: 270.9 kJ/mol
Total energy: -30172.2759 eV
LUMO level: 0.08675 Eh
Maximum force: 0.1229 Eh/bohr
2S+1: 1
Total charge: -1

=====

A cluster of 15 separate species, CH29O17 in total in a non-equilibrium geometry. Source: the OMol25 dataset; level of theory: wB97M-V/def2-TZVPD.

Structure (XYZ):
```
47
Properties=species:S:1:pos:R:3:forces:R:3:mulliken_charge:R:1
C 0.222617 -0.317043 0.624064 -1.1477 2.2781 -1.1387 0.41
O 0.914617 -1.256043 0.389064 2.6544 -3.6539 -1.5072 -0.92
O -0.257383 0.414957 -0.423936 -1.8830 1.6904 3.8215 0.65
O -0.050383 0.066957 1.769064 -1.6518 0.8284 0.7070 -0.36
H -0.023383 0.171957 -1.275936 1.1912 -1.3353 -2.6610 -0.25
O -0.155383 -2.659043 2.640064 0.7053 -0.7665 -2.0317 -0.74
H -0.535383 -2.196043 3.344064 -0.9862 1.1374 1.7800 0.34
H -0.075383 -1.976043 1.939064 0.2025 -0.8570 0.6961 0.19
O -2.808383 -0.291043 3.278064 -0.9077 -0.7523 0.0408 -0.68
H -3.400383 -0.907043 2.798064 0.6738 0.6257 0.4423 0.28
H -2.120383 -0.061043 2.652064 0.3763 0.1239 -0.3665 0.30
O 0.877617 1.329957 3.943064 -0.9215 0.0690 0.2582 -0.71
H 1.812617 1.215957 3.814064 0.5451 -0.1620 -0.2541 0.33
H 0.463617 0.860957 3.192064 0.4418 0.0817 0.6371 0.38
O -2.301383 -0.493043 -2.394936 0.3141 0.1098 -1.7096 -0.73
H -2.500383 -0.220043 -1.506936 -0.4331 -0.4259 0.9036 0.49
H -2.199383 -1.444043 -2.524936 0.1112 0.3067 0.4766 0.29
O 2.587617 -1.093043 2.632064 2.3312 0.9196 0.2592 -0.67
H 1.879617 -1.034043 2.027064 -1.3969 -0.0793 -1.0056 0.44
H 2.284617 -1.637043 3.330064 -0.6069 -0.8972 0.9514 0.28
O 0.260617 3.512957 -1.087936 1.2263 -2.1319 -1.8685 -0.59
H 0.074617 3.385957 -0.185936 -0.5176 -0.5522 2.3478 0.40
H 0.014617 4.369957 -1.286936 -0.7682 2.7190 -0.6101 0.24
O -1.517383 2.489957 1.113064 -0.7657 1.3709 0.7785 -0.72
H -1.502383 2.411957 2.079064 0.0889 0.0307 -0.4006 0.32
H -1.199383 1.660957 0.791064 0.1920 -0.8953 -0.4061 0.39
O -1.019383 1.890957 -3.259936 -0.0673 -0.6480 -1.2074 -0.65
H -1.517383 1.202957 -2.811936 -0.2567 -0.5218 -0.2626 0.33
H -0.804383 2.496957 -2.580936 0.5671 1.1818 1.3487 0.39
O 3.644617 -2.547043 -0.091936 0.8159 -0.7087 -0.4538 -0.64
H 3.030617 -2.000043 0.376064 -0.7422 0.4930 0.6497 0.34
H 3.877617 -2.062043 -0.881936 0.0153 0.1038 -0.1856 0.27
O 1.446617 -0.089043 -2.449936 1.3828 -0.0545 1.0043 -0.62
H 1.621617 0.717957 -2.914936 -0.4745 0.9942 -0.9808 0.26
H 2.125617 0.020957 -1.748936 -0.6851 -0.7618 -0.1302 0.20
O -0.197383 -1.021043 -4.604936 -0.1072 0.2323 1.0813 -0.62
H 0.499617 -1.173043 -5.235936 0.4555 0.0109 -0.0812 0.27
H 0.219617 -0.720043 -3.756936 -0.5222 -0.4624 -1.2455 0.37
O -3.058383 -0.099043 0.165064 -0.8970 0.1639 0.3046 -0.59
H -3.974383 -0.358043 0.388064 0.7928 0.0918 -0.2021 0.26
H -2.496383 -0.863043 0.299064 0.0286 -0.3901 0.2548 0.23
O 1.342617 2.302957 1.180064 0.9452 1.4319 0.3600 -0.78
H 1.746617 2.107957 0.340064 -0.0876 -0.3630 -0.3047 0.36
H 0.795617 1.580957 1.484064 -0.0893 -0.3184 -0.0876 0.27
O 0.396617 -2.843043 -1.842936 -1.6327 -0.9376 0.8877 -0.63
H 0.601617 -2.192043 -1.174936 0.2844 0.2908 0.7515 0.33
H 0.972617 -2.662043 -2.543936 1.2064 0.3897 -1.6416 0.28
```
Forces are in eV/Å.

## Properties
ΔE to the lowest compared entry with this formula, charge and spin: 53.2 kJ/mol
Total energy: -36319.1266 eV
LUMO level: 0.08523 Eh
Maximum force: 0.0926 Eh/bohr
2S+1: 1
Total charge: -1

=====

A structure of composition CH2AgNaO3 in a non-equilibrium geometry. Source: the OMol25 dataset; level of theory: wB97M-V/def2-TZVPD.

Structure (XYZ):
```
8
Properties=species:S:1:pos:R:3:forces:R:3:mulliken_charge:R:1
O -2.925282 1.757187 -0.367043 0.1190 -0.9341 0.5010 -0.84
C -0.058712 -1.387610 -0.474680 -0.8374 -2.0356 1.3762 0.33
O 0.996563 -1.862942 -0.929467 0.0395 0.5688 -0.3725 -0.75
O -0.099033 -0.577783 0.504354 0.0911 0.7608 0.1890 -0.73
H -3.019072 2.622001 -0.762900 0.1915 0.2403 0.4405 0.17
Na 2.217796 -0.655106 0.615036 -0.5109 -0.1324 -0.3290 0.98
Ag -2.010358 0.706739 1.293974 -0.0602 0.5571 -1.3112 0.54
H -1.050186 -1.922965 -0.688446 0.9674 0.9752 -0.4941 0.30
```
Forces are in eV/Å.

## Properties
Total energy: -15626.7544 eV
LUMO level: -0.04534 Eh
Maximum force: 0.0505 Eh/bohr
2S+1: 1
Total charge: 0

=====

A cluster of 2 separate species, CH2BNO in total in a non-equilibrium geometry. Source: the OMol25 dataset; level of theory: wB97M-V/def2-TZVPD.

Structure (XYZ):
```
6
Properties=species:S:1:pos:R:3:forces:R:3:mulliken_charge:R:1
B -0.205532 -0.013193 -0.345674 0.5051 1.6834 3.5028 0.10
C 0.830421 -1.051473 -0.318387 -0.0361 -0.9178 -0.5653 0.55
N 1.567442 -1.925843 -0.165072 0.1150 0.0807 -0.0905 -0.34
O -1.167371 0.721183 -0.812630 0.0105 0.2342 -0.6217 -0.52
H 0.262057 0.723402 1.946692 -0.4607 -0.5543 -2.1337 -0.16
H -1.287016 1.545923 -0.304929 -0.1340 -0.5262 -0.0915 0.36
```
Forces are in eV/Å.

## Properties
ΔE to the lowest compared entry with this formula, charge and spin: 429.6 kJ/mol
Total energy: -5279.6861 eV
LUMO level (spin up / spin down): -0.03253 / -0.03631 Eh
Maximum force: 0.0762 Eh/bohr
2S+1: 1
Total charge: 0

=====

The molecule CH2Br2ClP in a non-equilibrium geometry. Source: the OMol25 dataset; level of theory: wB97M-V/def2-TZVPD.

Structure (XYZ):
```
7
Properties=species:S:1:pos:R:3:forces:R:3:mulliken_charge:R:1
Cl -1.554563 -1.359119 -1.131334 -0.2713 -0.6674 -0.2998 -0.14
C -0.721442 -0.039495 -0.411846 0.4220 2.9393 2.0775 -0.53
P 0.632843 -0.609052 0.898472 -2.4217 0.7831 0.7802 0.27
Br 2.403019 -0.754212 -0.267478 1.0381 0.0364 -0.9754 -0.08
Br 0.877289 1.435884 1.950374 -0.1009 -0.7076 -0.5690 -0.19
H -1.456834 0.747686 0.092952 1.4266 -2.0380 -0.7209 0.30
H -0.180312 0.578308 -1.131140 -0.0927 -0.3458 -0.2927 0.37
```
Forces are in eV/Å.

## Properties
ΔE to the lowest compared entry with this formula, charge and spin: 11.8 kJ/mol
Total energy: -162966.3743 eV
Structure (SMILES): ClCP(Br)Br
LUMO level: -0.00623 Eh
Maximum force: 0.0705 Eh/bohr
2S+1: 1
Total charge: 0

=====

Q: The highest total energy belongs to which entry?
A: CH2BNO

=====

Q: The lowest total energy belongs to which entry?
A: CH2Br2ClP